Entry 1:
Molecular formula: C37H34N3O5PRuS2Te2
Method: DFT, ωB97M-V/def2-TZVPD

Results
- strongest force on any atom (hartree/bohr) = 0.0124
- energy above the lowest of the compared OMol25 structures with the same formula, charge and spin (eV) = 0.1471
- charge = -1
- HOMO-LUMO gap (alpha / beta) (eV) = 6.56 / 6.16
- E_tot (Ha) = -3739.6040
- <S²> = 8.767
- multiplicity = 6

Cartesian coordinates (Å):
Ru1 -1.864 0.709 0.172
S1 -2.342 3.199 0.608
C1 -3.499 2.728 1.790
S2 -3.759 1.029 1.970
C2 -4.208 3.648 2.543
C3 -5.165 3.233 3.512
N1 -5.936 2.899 4.303
C4 -4.029 5.050 2.376
N2 -3.899 6.190 2.259
C5 4.372 -2.498 -2.159
C6 3.255 -1.602 -1.690
C7 3.197 -0.255 -2.047
C8 2.166 0.571 -1.643
C9 2.111 1.963 -2.173
O1 1.101 2.433 -2.655
C10 3.362 2.789 -2.137
C11 4.353 2.582 -1.183
C12 5.462 3.414 -1.134
C13 5.596 4.446 -2.050
C14 4.612 4.653 -3.011
C15 3.497 3.835 -3.047
C16 1.117 0.091 -0.796
O2 0.237 0.915 -0.372
C17 1.187 -1.285 -0.414
C18 2.247 -2.078 -0.875
C19 0.225 -1.877 0.514
N3 -0.907 -1.335 0.783
C20 -1.763 -1.843 1.850
C21 -1.369 -1.254 3.201
Te1 -0.802 0.825 3.156
C22 1.272 0.341 3.310
C23 1.765 -0.342 4.420
C24 3.100 -0.719 4.481
C25 3.957 -0.412 3.432
C26 3.476 0.283 2.331
C27 2.140 0.662 2.271
C28 0.644 -3.138 1.209
C29 0.088 -4.364 0.857
C30 0.482 -5.521 1.514
C31 1.428 -5.459 2.528
C32 1.987 -4.237 2.877
C33 1.603 -3.080 2.214
H1 5.067 -1.949 -2.796
H2 3.995 -3.344 -2.736
H3 4.943 -2.902 -1.320
H4 3.977 0.159 -2.680
H5 4.245 1.774 -0.471
H6 6.220 3.259 -0.376
H7 6.463 5.094 -2.014
H8 4.714 5.461 -3.723
H9 2.704 3.994 -3.766
H10 2.279 -3.119 -0.576
H11 -1.739 -2.933 1.931
H12 -2.786 -1.561 1.598
H13 -0.488 -1.758 3.601
H14 -2.184 -1.366 3.913
H15 1.101 -0.590 5.240
H16 3.470 -1.252 5.348
H17 4.997 -0.711 3.475
H18 4.137 0.516 1.505
H19 1.759 1.192 1.406
H20 -0.652 -4.405 0.067
H21 0.047 -6.473 1.235
H22 1.729 -6.361 3.045
H23 2.728 -4.181 3.664
H24 2.047 -2.125 2.474
C34 -5.100 3.375 -2.760
C35 -5.877 2.302 -2.031
O3 -5.048 1.357 -1.340
P1 -3.993 0.352 -1.948
O4 -3.526 -0.557 -0.834
Te2 -1.941 1.288 -2.737
O5 -4.889 -0.420 -3.028
C36 -4.309 -1.544 -3.714
C37 -4.658 -2.832 -3.001
H25 -5.805 4.109 -3.158
H26 -4.524 2.968 -3.590
H27 -4.413 3.877 -2.079
H28 -6.540 1.753 -2.704
H29 -6.479 2.745 -1.239
H30 -3.226 -1.408 -3.782
H31 -4.717 -1.518 -4.725
H32 -4.257 -2.814 -1.988
H33 -4.229 -3.682 -3.536
H34 -5.739 -2.963 -2.948

Entry 2:
Molecular formula: C37H35AuGe2N3
Method: DFT, ωB97M-V/def2-TZVPD

Results
- strongest force on any atom (hartree/bohr) = 0.0143
- energy above the lowest of the compared OMol25 structures with the same formula, charge and spin (eV) = 1.3448
- charge = 0
- HOMO-LUMO gap (alpha / beta) (eV) = 6.73 / 6.55
- E_tot (Ha) = -5884.6333
- <S²> = 0.759
- multiplicity = 2

Cartesian coordinates (Å):
Au1 -0.047 -0.792 0.775
N1 -1.827 8.902 4.322
C1 -1.687 7.842 3.901
C2 -1.510 6.515 3.373
C3 -2.145 6.149 2.190
C4 -1.974 4.870 1.688
C5 -1.167 3.955 2.354
C6 -0.532 4.329 3.535
C7 -0.705 5.601 4.050
C8 -0.976 2.578 1.805
C9 -2.041 1.713 1.981
C10 -3.289 1.994 2.630
C11 -4.030 0.847 2.559
C12 -3.211 -0.103 1.877
N2 -2.049 0.403 1.528
C13 0.276 2.345 1.195
C14 1.244 3.352 0.978
C15 2.329 2.765 0.357
C16 2.001 1.415 0.213
N3 0.780 1.145 0.690
H1 -2.766 6.866 1.670
H2 -2.462 4.577 0.768
H3 0.099 3.615 4.048
H4 -0.219 5.893 4.970
H5 -3.575 2.932 3.078
H6 -5.024 0.678 2.941
H7 -3.458 -1.131 1.645
H8 1.133 4.390 1.247
H9 3.248 3.233 0.044
H10 2.606 0.633 -0.217
C17 1.204 -5.331 1.371
Ge1 0.388 -3.789 2.273
C18 -0.805 -4.454 3.675
C19 1.841 -2.768 3.094
C20 -0.633 -2.644 1.080
H11 1.572 -6.019 2.133
H12 2.051 -5.015 0.761
H13 0.494 -5.859 0.735
H14 -0.280 -5.198 4.277
H15 -1.697 -4.917 3.253
H16 -1.115 -3.637 4.326
H17 2.414 -3.415 3.760
H18 1.458 -1.931 3.680
H19 2.517 -2.375 2.334
H20 -1.558 -3.039 0.662
C21 -2.602 -0.911 -1.567
Ge2 -0.674 -1.142 -1.536
C22 -0.237 -2.867 -2.352
C23 -0.678 -3.051 -3.664
C24 -0.391 -4.220 -4.354
C25 0.349 -5.222 -3.741
C26 0.799 -5.049 -2.440
C27 0.504 -3.878 -1.754
C28 0.195 0.219 -2.621
C29 -0.588 1.216 -3.144
C30 -0.034 2.255 -3.926
C31 1.309 2.297 -4.146
C32 2.159 1.286 -3.630
C33 3.556 1.313 -3.865
C34 4.363 0.314 -3.403
C35 3.804 -0.766 -2.685
C36 2.464 -0.805 -2.427
C37 1.600 0.226 -2.878
H21 -2.940 -1.048 -2.595
H22 -2.904 0.070 -1.206
H23 -3.067 -1.670 -0.940
H24 -1.244 -2.272 -4.165
H25 -0.742 -4.348 -5.370
H26 0.577 -6.134 -4.278
H27 1.381 -5.824 -1.959
H28 0.854 -3.745 -0.738
H29 -1.654 1.228 -2.952
H30 -0.681 3.020 -4.335
H31 1.749 3.101 -4.724
H32 3.972 2.142 -4.426
H33 5.428 0.341 -3.591
H34 4.445 -1.564 -2.333
H35 2.053 -1.633 -1.865

Entry 3:
Molecular formula: C37H35BiF12N7O2S
Method: DFT, ωB97M-V/def2-TZVPD

Results
- strongest force on any atom (hartree/bohr) = 0.0266
- energy above the lowest of the compared OMol25 structures with the same formula, charge and spin (eV) = 0.4394
- charge = -1
- HOMO-LUMO gap (eV) = 6.02
- E_tot (Ha) = -3776.0873
- multiplicity = 1

Cartesian coordinates (Å):
Bi1 -1.134 0.700 -0.700
N1 -0.170 4.308 -3.452
C1 -0.144 3.101 -2.821
S1 -1.732 2.439 -2.513
N2 1.042 2.658 -2.520
N3 1.148 1.471 -1.902
C2 2.319 1.017 -1.609
C3 3.583 1.733 -1.909
C4 3.845 2.984 -1.365
C5 5.029 3.638 -1.656
C6 5.958 3.059 -2.503
C7 5.701 1.814 -3.056
C8 4.525 1.151 -2.754
C9 2.429 -0.312 -1.025
C10 3.643 -0.753 -0.471
C11 3.739 -2.051 -0.012
C12 2.644 -2.893 -0.138
C13 1.480 -2.361 -0.679
N4 1.362 -1.112 -1.081
H1 -1.030 4.518 -3.930
H2 0.696 4.611 -3.871
H3 3.119 3.436 -0.705
H4 5.228 4.601 -1.208
H5 6.880 3.576 -2.731
H6 6.423 1.354 -3.715
H7 4.321 0.179 -3.179
H8 4.492 -0.089 -0.409
H9 4.666 -2.416 0.407
H10 2.693 -3.928 0.165
H11 0.609 -2.981 -0.832
C14 -0.390 -0.473 5.731
C15 -0.758 -0.716 4.297
C16 -0.098 -1.679 3.544
C17 -0.448 -1.897 2.234
C18 -1.481 -1.174 1.614
N5 -1.780 -1.330 0.296
C19 -1.806 -2.535 -0.309
C20 -1.862 -3.729 0.445
C21 -1.709 -4.966 -0.129
C22 -1.523 -5.086 -1.501
C23 -1.249 -6.416 -2.143
C24 -1.670 -3.940 -2.271
C25 -1.832 -2.674 -1.720
C26 -2.283 -1.536 -2.632
O1 -2.482 -0.296 -2.111
C27 -3.683 -1.969 -3.176
F1 -4.399 -0.948 -3.643
F2 -3.606 -2.851 -4.202
F3 -4.430 -2.574 -2.250
C28 -1.372 -1.308 -3.882
F4 -1.103 -2.380 -4.659
F5 -1.908 -0.408 -4.718
F6 -0.170 -0.829 -3.532
C29 -2.124 -0.161 2.362
C30 -1.765 0.029 3.689
C31 -3.228 0.640 1.672
O2 -2.894 1.313 0.532
C32 -3.795 1.763 2.588
F7 -2.825 2.591 3.026
F8 -4.652 2.557 1.944
F9 -4.439 1.350 3.697
C33 -4.434 -0.333 1.438
F10 -5.610 0.315 1.360
F11 -4.575 -1.181 2.486
F12 -4.367 -1.090 0.359
H12 0.404 -1.148 6.041
H13 -1.250 -0.625 6.379
H14 -0.043 0.548 5.877
H15 0.696 -2.265 3.986
H16 0.083 -2.618 1.632
H17 -2.032 -3.652 1.509
H18 -1.739 -5.853 0.490
H19 -1.037 -7.168 -1.384
H20 -0.393 -6.354 -2.815
H21 -2.108 -6.745 -2.726
H22 -1.676 -4.071 -3.341
H23 -2.267 0.753 4.311
N6 0.989 0.923 1.748
C34 2.158 1.711 2.075
C35 1.776 2.995 2.822
C36 0.437 3.594 2.392
C37 0.292 3.898 0.897
N7 -0.908 3.285 0.355
H24 0.457 0.681 2.574
H25 1.259 0.066 1.285
H26 2.646 1.956 1.128
H27 2.898 1.164 2.693
H28 2.581 3.723 2.693
H29 1.698 2.765 3.888
H30 0.274 4.506 2.972
H31 -0.342 2.885 2.663
H32 1.135 3.482 0.341
H33 0.298 4.988 0.737
H34 -1.214 3.750 -0.492
H35 -1.683 3.298 1.005

Entry 4:
Molecular formula: C37H35CaN6O3SSi
Method: DFT, ωB97M-V/def2-TZVPD

Results
- strongest force on any atom (hartree/bohr) = 0.0270
- energy above the lowest of the compared OMol25 structures with the same formula, charge and spin (eV) = 0.2257
- charge = -1
- HOMO-LUMO gap (eV) = 5.62
- E_tot (Ha) = -3350.7651
- multiplicity = 1

Cartesian coordinates (Å):
Ca1 0.273 0.195 -0.946
O1 -3.465 -1.148 -0.463
S1 -2.094 -1.253 -0.024
O2 -1.495 -0.002 0.486
N1 -1.055 -1.735 -1.057
C1 -1.243 -2.733 -1.997
C2 -2.271 -3.632 -2.069
C3 -2.281 -4.620 -3.087
C4 -1.292 -4.707 -4.016
C5 -0.212 -3.782 -3.981
C6 0.850 -3.790 -4.915
C7 1.836 -2.857 -4.816
C8 1.762 -1.900 -3.779
N2 0.800 -1.859 -2.899
C9 -0.186 -2.797 -2.982
C10 -2.112 -2.353 1.363
C11 -3.028 -2.112 2.382
C12 -3.032 -2.939 3.491
C13 -2.143 -4.006 3.575
C14 -1.242 -4.241 2.552
C15 -1.219 -3.408 1.438
H1 -3.089 -3.589 -1.364
H2 -3.108 -5.318 -3.116
H3 -1.314 -5.466 -4.789
H4 0.862 -4.535 -5.702
H5 2.662 -2.824 -5.515
H6 2.530 -1.141 -3.691
H7 -3.725 -1.290 2.298
H8 -3.732 -2.754 4.296
H9 -2.153 -4.649 4.446
H10 -0.542 -5.063 2.618
H11 -0.504 -3.563 0.641
C16 2.360 -1.105 0.095
C17 2.402 -0.475 1.332
C18 3.326 0.586 1.632
C19 3.338 1.244 2.827
C20 2.430 0.911 3.853
C21 1.519 -0.128 3.603
C22 1.508 -0.800 2.409
C23 2.443 1.587 5.107
N3 2.454 2.136 6.124
H12 1.839 -2.051 -0.009
H13 3.167 -0.922 -0.608
H14 4.047 0.865 0.870
H15 4.063 2.033 2.995
H16 0.819 -0.417 4.379
H17 0.804 -1.614 2.272
C24 1.737 4.566 0.296
C25 1.538 3.346 -0.320
N4 0.909 2.332 0.276
C26 0.442 2.517 1.504
C27 0.590 3.709 2.217
C28 1.265 4.743 1.587
C29 0.234 3.810 3.644
C30 -0.733 3.246 4.371
C31 -1.875 2.399 3.977
C32 -2.409 1.524 4.921
C33 -3.478 0.750 4.528
N5 -3.996 0.808 3.302
C34 -3.415 1.677 2.479
N6 -2.397 2.484 2.751
H18 2.263 5.356 -0.222
H19 1.880 3.152 -1.330
H20 -0.016 1.657 1.971
H21 1.441 5.676 2.110
H22 0.959 4.372 4.224
H23 -0.649 3.378 5.445
H24 -1.992 1.449 5.915
H25 -3.937 0.050 5.220
H26 -3.804 1.718 1.469
C35 2.728 1.787 -4.535
Si1 0.870 1.898 -4.163
C36 -0.039 0.911 -5.487
C37 0.367 3.704 -4.386
O3 0.546 1.370 -2.678
H27 3.229 2.738 -4.346
H28 2.932 1.510 -5.570
H29 3.200 1.047 -3.889
H30 0.393 1.045 -6.481
H31 -1.087 1.215 -5.537
H32 -0.021 -0.156 -5.252
H33 0.057 3.917 -5.411
H34 1.176 4.390 -4.133
H35 -0.473 3.927 -3.726

Entry 5:
Molecular formula: C37H35ClGaN2S2Si2
Method: DFT, ωB97M-V/def2-TZVPD

Results
- strongest force on any atom (hartree/bohr) = 0.0695
- charge = +1
- HOMO-LUMO gap (alpha / beta) (eV) = 4.45 / 4.45
- E_tot (Ha) = -5300.4616
- multiplicity = 1

Cartesian coordinates (Å):
C1 -2.411 -0.798 4.818
C2 -2.798 0.048 3.745
C3 -2.229 -0.488 2.534
H1 -3.496 0.888 3.803
C4 -1.479 -1.689 2.914
C5 -1.627 -1.859 4.324
H2 -1.271 -2.714 4.895
H3 -2.767 -0.696 5.850
H4 -2.527 -0.238 1.524
H5 -1.136 -2.429 2.215
Ga1 -0.085 0.099 2.836
Si1 -1.129 -0.435 -3.030
C6 -0.638 1.148 -4.021
C7 0.592 1.230 -4.693
H6 1.261 0.368 -4.685
C8 1.005 2.401 -5.344
H7 1.989 2.437 -5.811
C9 0.164 3.517 -5.377
H8 0.490 4.444 -5.856
C10 -1.109 3.423 -4.792
H9 -1.786 4.283 -4.832
C11 -1.503 2.252 -4.123
H10 -2.493 2.189 -3.651
C12 -0.517 -1.682 -4.332
C13 -0.958 -1.566 -5.677
H11 -1.762 -0.862 -5.933
C14 -0.347 -2.301 -6.707
H12 -0.671 -2.158 -7.745
C15 0.713 -3.170 -6.422
H13 1.233 -3.693 -7.237
C16 1.117 -3.341 -5.097
H14 1.956 -4.006 -4.864
C17 0.481 -2.645 -4.059
H15 0.795 -2.826 -3.030
H16 -2.592 -0.331 -2.819
Si2 2.118 0.235 -1.659
C18 1.211 -1.286 -1.008
C19 -0.190 -1.503 -1.038
H17 -0.937 -0.653 -1.255
C20 -0.769 -2.639 -0.453
H18 -1.852 -2.773 -0.499
C21 0.031 -3.609 0.141
H19 -0.408 -4.497 0.590
C22 1.420 -3.438 0.123
H20 2.062 -4.207 0.549
C23 1.995 -2.304 -0.446
H21 3.082 -2.173 -0.413
C24 0.930 1.613 -1.198
C25 -0.216 1.456 -0.398
H22 -0.454 0.494 0.049
C26 -1.133 2.462 -0.150
H23 -2.007 2.252 0.457
C27 -0.972 3.710 -0.739
H24 -1.729 4.482 -0.623
C28 0.158 3.916 -1.533
H25 0.278 4.873 -2.040
C29 1.091 2.901 -1.759
H26 1.933 3.094 -2.428
H27 3.382 0.449 -1.015
Cl1 1.801 0.383 1.758
C30 -1.282 3.394 3.411
C31 -0.531 2.777 4.509
N1 0.014 1.571 4.397
C32 0.683 1.187 5.563
C33 0.663 2.145 6.547
S1 -0.245 3.534 6.046
C34 1.305 -0.099 5.581
C35 2.031 -0.688 6.584
S2 2.522 -2.277 6.156
C36 1.792 -2.051 4.575
N2 1.193 -0.889 4.439
C37 1.878 -3.086 3.534
H28 -1.307 4.473 3.594
H29 -0.786 3.189 2.451
H30 -2.309 3.008 3.383
H31 1.155 1.976 7.494
H32 2.198 -0.179 7.526
H33 2.746 -3.700 3.778
H34 0.977 -3.703 3.540
H35 2.012 -2.622 2.559